Computed, not measured: 18 unconnected molecules or ions with the total composition C93H225N13O5 at a distorted geometry, with ωB97M-V/def2-TZVPD.

Computed properties:
Orbital gap, eV: 8.08
Energy, hartree: -4765.87453

Geometry as ORCA input:
```
! RIJCOSX wB97M-V def2-TZVPD def2/J DEFGRID3
* xyz 0 1
C -2.405 -5.900 -1.745
C -2.532 -7.452 -1.565
N -3.685 -8.124 -2.235
C -3.358 -8.191 -3.717
C -4.613 -8.280 -4.588
C -4.082 -9.380 -1.658
C -5.362 -9.030 -0.703
H -1.867 -5.700 -2.671
H -2.037 -5.355 -0.876
H -3.420 -5.516 -1.846
H -1.620 -8.047 -1.603
H -2.707 -7.553 -0.494
H -2.930 -7.224 -3.983
H -2.553 -8.916 -3.838
H -4.390 -7.971 -5.609
H -4.882 -9.336 -4.594
H -5.438 -7.791 -4.070
H -3.323 -9.784 -0.988
H -4.230 -10.253 -2.294
H -6.249 -8.837 -1.306
H -5.133 -8.047 -0.291
H -5.614 -9.854 -0.035
C -7.688 1.392 0.273
C -7.343 1.985 1.621
N -7.441 1.109 2.813
C -8.796 0.668 3.117
C -9.872 1.754 3.112
C -6.452 0.073 2.976
C -4.986 0.511 2.835
H -7.739 0.318 0.091
H -6.931 1.815 -0.387
H -8.599 1.796 -0.166
H -6.362 2.454 1.700
H -7.911 2.912 1.548
H -9.282 0.015 2.392
H -8.856 0.295 4.139
H -9.981 2.295 2.172
H -10.863 1.454 3.453
H -9.637 2.501 3.870
H -6.674 -0.796 2.357
H -6.586 -0.363 3.966
H -4.441 -0.428 2.940
H -4.706 1.255 3.582
H -4.877 1.022 1.879
C 8.108 6.969 -0.736
C 7.822 5.468 -1.224
N 7.579 5.353 -2.654
C 6.421 6.131 -3.164
C 5.174 6.114 -2.258
C 7.773 4.045 -3.269
C 9.189 3.476 -3.250
H 8.803 7.449 -1.424
H 8.771 6.836 0.119
H 7.243 7.600 -0.529
H 8.714 4.875 -1.023
H 7.005 5.000 -0.675
H 6.707 7.154 -3.405
H 6.156 5.710 -4.134
H 4.306 6.562 -2.743
H 4.911 5.071 -2.082
H 5.184 6.604 -1.285
H 7.469 4.179 -4.307
H 7.102 3.309 -2.826
H 9.662 3.662 -2.285
H 9.887 3.933 -3.951
H 9.133 2.393 -3.357
C 5.815 -2.848 -2.091
C 6.513 -1.840 -1.212
N 7.918 -1.607 -1.565
C 8.732 -0.859 -0.614
C 8.204 0.627 -0.448
C 8.161 -1.331 -3.024
C 9.629 -1.355 -3.325
H 6.448 -3.566 -2.611
H 5.201 -2.398 -2.871
H 5.211 -3.535 -1.498
H 6.029 -0.868 -1.124
H 6.628 -2.356 -0.259
H 9.695 -0.794 -1.120
H 8.852 -1.230 0.403
H 7.135 0.584 -0.244
H 8.402 1.119 -1.401
H 8.644 1.163 0.393
H 7.667 -2.117 -3.595
H 7.672 -0.405 -3.324
H 10.174 -2.208 -2.919
H 9.775 -1.500 -4.395
H 10.167 -0.490 -2.938
C -2.317 6.754 -0.944
C -3.143 7.084 -2.286
N -3.313 5.964 -3.270
C -4.060 4.936 -2.583
C -4.164 3.759 -3.558
C -4.233 6.480 -4.415
C -3.825 7.694 -5.154
H -1.258 6.493 -0.945
H -2.666 5.904 -0.358
H -2.386 7.654 -0.333
H -4.072 7.588 -2.017
H -2.583 7.907 -2.730
H -3.471 4.622 -1.721
H -5.030 5.270 -2.215
H -3.218 3.491 -4.030
H -4.563 2.851 -3.108
H -5.020 4.027 -4.177
H -5.266 6.563 -4.079
H -4.451 5.695 -5.139
H -3.846 8.588 -4.530
H -4.607 7.726 -5.912
H -2.867 7.619 -5.669
C -0.643 5.113 3.342
C -1.870 6.006 3.593
N -2.964 5.376 4.260
C -3.429 4.192 3.530
C -3.966 4.497 2.065
C -2.528 5.074 5.675
C -3.821 4.646 6.478
H -0.872 4.215 2.769
H -0.110 4.801 4.240
H 0.241 5.546 2.873
H -1.478 6.830 4.189
H -2.123 6.510 2.660
H -2.691 3.398 3.420
H -4.293 3.814 4.076
H -4.784 5.212 1.977
H -3.154 4.888 1.452
H -4.243 3.652 1.433
H -2.073 5.844 6.299
H -1.786 4.281 5.584
H -3.640 4.567 7.550
H -4.328 3.722 6.200
H -4.529 5.448 6.271
C 4.705 -1.862 -7.721
C 3.210 -1.823 -7.653
N 2.709 -0.500 -7.280
C 3.142 -0.084 -5.951
C 2.747 -1.028 -4.758
C 1.189 -0.619 -7.345
C 0.380 0.681 -7.107
H 5.235 -1.013 -8.151
H 4.936 -2.723 -8.348
H 5.128 -2.094 -6.743
H 2.754 -2.046 -8.618
H 2.788 -2.640 -7.069
H 4.197 0.190 -5.978
H 2.776 0.906 -5.677
H 3.179 -0.875 -3.768
H 1.688 -1.283 -4.726
H 3.075 -2.006 -5.112
H 0.859 -1.437 -6.705
H 0.980 -0.922 -8.371
H 0.610 1.359 -7.929
H 0.466 1.146 -6.125
H -0.670 0.461 -7.303
C -0.316 -5.769 -5.609
C -0.022 -4.520 -6.351
N -1.197 -3.697 -6.650
C -1.926 -3.287 -5.550
C -1.118 -2.497 -4.543
C -2.209 -4.152 -7.701
C -1.661 -3.862 -9.111
H -0.492 -5.536 -4.559
H 0.540 -6.443 -5.643
H -1.132 -6.290 -6.110
H 0.814 -4.036 -5.847
H 0.395 -4.747 -7.332
H -2.360 -4.144 -5.035
H -2.830 -2.699 -5.711
H -0.698 -1.626 -5.044
H -0.338 -3.127 -4.115
H -1.761 -2.230 -3.704
H -2.278 -5.239 -7.721
H -3.192 -3.766 -7.430
H -0.696 -4.363 -9.185
H -2.236 -4.313 -9.919
H -1.615 -2.774 -9.136
C -0.871 0.209 7.422
C -0.851 -1.276 7.694
N 0.467 -1.774 8.128
C 1.463 -1.725 7.021
C 1.261 -2.747 5.875
C 0.298 -3.041 8.890
C 1.667 -3.589 9.451
H -0.228 0.916 7.946
H -1.879 0.608 7.534
H -0.566 0.404 6.394
H -1.483 -1.524 8.547
H -1.271 -1.633 6.754
H 1.475 -0.742 6.552
H 2.455 -1.760 7.472
H 0.590 -2.433 5.076
H 2.240 -2.872 5.413
H 1.017 -3.739 6.255
H -0.228 -3.688 8.188
H -0.395 -2.963 9.727
H 1.904 -2.929 10.286
H 2.462 -3.713 8.715
H 1.685 -4.552 9.960
C 0.647 -2.332 -1.329
C 1.380 -3.667 -1.362
N 1.260 -4.543 -0.194
C 1.971 -3.973 0.992
C 3.413 -3.514 0.759
C 1.608 -5.915 -0.545
C 0.965 -6.882 0.512
H 0.881 -1.738 -2.212
H 0.905 -1.877 -0.372
H -0.442 -2.359 -1.313
H 1.065 -4.088 -2.316
H 2.437 -3.449 -1.514
H 1.378 -3.145 1.382
H 1.919 -4.619 1.869
H 3.938 -3.149 1.641
H 3.961 -4.356 0.336
H 3.601 -2.722 0.034
H 2.675 -6.095 -0.675
H 1.225 -6.149 -1.538
H -0.108 -6.920 0.320
H 1.030 -6.588 1.560
H 1.357 -7.893 0.406
C -4.209 -4.828 1.282
C -3.321 -3.656 1.810
N -2.609 -4.037 3.057
C -2.375 -2.803 3.813
C -3.597 -2.393 4.543
C -1.371 -4.789 2.873
C -1.076 -5.580 4.164
H -5.095 -4.978 1.899
H -3.577 -5.716 1.311
H -4.434 -4.736 0.219
H -2.693 -3.321 0.984
H -3.978 -2.818 2.043
H -1.783 -2.842 4.727
H -1.898 -2.001 3.250
H -3.486 -1.503 5.161
H -4.511 -2.228 3.972
H -3.729 -3.167 5.299
H -0.543 -4.199 2.480
H -1.504 -5.565 2.119
H -0.715 -5.000 5.013
H -0.302 -6.324 3.974
H -1.881 -6.208 4.546
C -2.054 -0.027 0.499
C -1.340 0.498 1.710
N 0.016 0.002 1.870
C 0.471 -0.159 3.280
C 1.956 -0.567 3.445
C 0.955 0.614 0.934
C 1.465 2.065 1.298
H -3.132 0.076 0.627
H -1.898 -1.088 0.307
H -1.610 0.439 -0.380
H -1.369 1.585 1.636
H -1.883 0.285 2.631
H -0.093 -1.008 3.665
H 0.376 0.794 3.800
H 2.705 0.137 3.083
H 2.122 -1.407 2.770
H 2.257 -0.816 4.462
H 1.735 -0.038 0.542
H 0.426 0.789 -0.003
H 2.184 2.056 2.118
H 1.885 2.340 0.331
H 0.589 2.689 1.477
C -7.494 -3.877 -3.292
C -7.734 -2.448 -2.924
N -6.636 -1.582 -3.223
C -5.600 -1.601 -2.092
C -4.233 -1.021 -2.511
C -7.042 -0.219 -3.618
C -6.889 -0.226 -5.151
H -6.894 -4.466 -2.598
H -6.968 -4.054 -4.230
H -8.479 -4.342 -3.264
H -8.588 -2.172 -3.542
H -8.022 -2.383 -1.875
H -6.011 -1.291 -1.131
H -5.400 -2.663 -1.948
H -3.465 -1.468 -1.879
H -4.019 -1.240 -3.557
H -4.235 0.069 -2.513
H -6.379 0.565 -3.253
H -8.024 0.093 -3.262
H -7.190 0.688 -5.663
H -7.329 -1.110 -5.613
H -5.850 -0.424 -5.416
C 4.514 5.225 3.273
C 4.203 5.908 4.653
O 3.035 6.008 5.079
C 5.414 6.495 5.459
H 3.710 5.448 2.572
H 4.415 4.151 3.432
H 5.552 5.511 3.099
H 4.989 7.002 6.326
H 5.969 7.252 4.905
H 6.113 5.691 5.687
C 3.837 1.339 8.761
C 3.863 1.805 7.334
O 4.746 1.483 6.595
C 2.828 2.754 6.930
H 3.179 1.934 9.394
H 4.849 1.320 9.166
H 3.454 0.321 8.834
H 2.730 2.945 5.862
H 2.835 3.764 7.341
H 1.876 2.329 7.250
C 2.033 8.227 2.677
C 0.983 9.135 1.997
O 0.006 8.574 1.432
C 1.308 10.637 1.948
H 1.601 7.236 2.817
H 2.241 8.672 3.650
H 2.747 8.289 1.855
H 2.371 10.876 1.910
H 0.815 11.071 2.817
H 0.873 11.093 1.059
C -0.272 4.444 -2.862
C 0.098 3.069 -3.291
O -0.590 2.102 -3.193
C 1.428 2.963 -3.952
H -1.060 4.281 -2.126
H -0.667 5.053 -3.676
H 0.605 4.928 -2.432
H 1.374 3.235 -5.006
H 1.808 1.942 -3.920
H 2.080 3.669 -3.437
C 6.893 -2.205 6.100
C 6.284 -2.924 4.938
O 5.323 -3.754 5.161
C 6.835 -2.699 3.525
H 6.756 -2.769 7.023
H 6.472 -1.209 6.235
H 7.974 -2.082 6.024
H 7.280 -3.617 3.144
H 7.641 -1.978 3.385
H 6.125 -2.355 2.773
*
```